A | {"formula": "C3H3BrCl2", "method": "ωB97M-V/def2-TZVPD", "symbols": ["C", "C", "C", "Cl", "Cl", "Br", "H", "H", "H"], "coordinates": [[-0.4529, -0.6356, -0.5523], [-0.3552, 0.0373, 0.7718], [0.7640, 0.2123, -0.2073], [-1.7113, 1.9105, 0.9540], [1.1846, 1.6180, -1.0992], [2.2803, -0.9157, 0.4689], [-0.2912, -1.7466, -0.8648], [-1.0177, -0.2406, -1.2856], [-0.4006, -0.2396, 1.8144]], "e_lumo_ev": -1.380, "e_homo_ev": -10.524, "homo_lumo_gap_ev": 9.144, "spin_multiplicity": 1, "total_charge": 0}

B | {"formula": "C3H3BrCl2", "method": "ωB97M-V/def2-TZVPD", "symbols": ["C", "C", "C", "Cl", "Cl", "Br", "H", "H", "H"], "coordinates": [[-0.1169, -0.4577, -0.1046], [-0.1583, 0.5430, 0.9351], [-1.3066, 1.2798, 0.4950], [-0.4714, -0.1183, 2.5475], [-2.9420, 0.7726, 0.7025], [-1.0948, 2.7328, -0.7573], [0.5880, -0.3818, -0.9498], [-0.9117, -1.2214, 0.0885], [0.7702, 1.0435, 1.1163]], "e_lumo_ev": [-0.300, -0.256], "e_homo_ev": [-8.735, -8.327], "homo_lumo_gap_ev": [8.435, 8.071], "spin_multiplicity": 1, "total_charge": 0}

Winner for stability: A

A | {"formula": "CH5N3S2", "method": "ωB97M-V/def2-TZVPD", "symbols": ["N", "N", "C", "S", "S", "N", "H", "H", "H", "H", "H"], "coordinates": [[0.4497, 2.0758, -0.1039], [0.2599, 0.7444, -0.2271], [-1.2071, -0.0704, -0.0773], [-2.5155, 0.8031, 0.0399], [-1.0679, -1.8218, 0.0651], [0.6333, -2.1145, 0.0707], [0.1724, 2.5934, -0.9365], [0.1981, 2.5160, 0.7695], [1.0915, 0.3325, 0.1017], [1.0512, -2.3570, 0.9832], [0.9344, -2.7014, -0.6852]], "e_lumo_ev": 0.381, "e_homo_ev": -8.490, "homo_lumo_gap_ev": 8.872, "spin_multiplicity": 1, "total_charge": 0}

B | {"formula": "CH5N3S2", "method": "ωB97M-V/def2-TZVPD", "symbols": ["N", "N", "C", "S", "N", "S", "H", "H", "H", "H", "H"], "coordinates": [[-2.2486, -1.2792, 0.0121], [-1.7731, 0.0213, -0.0226], [-0.4270, 0.3051, 0.0052], [0.1133, 1.8498, 0.0071], [0.3376, -0.8041, 0.0152], [2.0479, -0.8591, -0.0064], [-2.8756, -1.4209, -0.8096], [-2.8723, -1.4661, 0.8188], [-2.4288, 0.8281, -0.0630], [-0.1726, -1.6767, -0.0010], [2.1208, 0.4879, -0.0205]], "e_lumo_ev": 0.496, "e_homo_ev": -8.297, "homo_lumo_gap_ev": 8.793, "spin_multiplicity": 1, "total_charge": 0}

Winner for stability: B